Record 1
Below is C2H3ClFNO2 as an isolated structure at a distorted geometry, with properties calculated with wB97M-V/def2-TZVPD.

Relative energy (zero: lowest compared OMol25 entry of this formula, charge and spin) (kcal/mol): 55.0
Charge: 0
HOMO level (eV): -10.3
Orbital gap (eV): 10.85
Multiplicity: 1
Electronic energy (a.u.): -843.1706
Largest force on an atom (eV/Å): 4.373

Atoms and positions in Å:
C 1.1422 0.4700 -0.2510
C -0.3464 0.2605 -0.4926
N -0.9272 -0.7831 0.9680
O -1.3795 -1.8475 0.6343
O -0.7687 -0.2923 2.0609
F -1.0768 1.3877 -0.2480
Cl -0.8633 -0.4998 -1.9336
H 1.1295 0.9185 0.7298
H 1.5677 -0.6158 -0.4118
H 1.5225 1.0019 -1.0561

Electronic structure analysis, Mulliken charges in units of e:
1. C -1.0023
2. C 0.5741
3. N 0.7489
4. O -0.5037
5. O -0.4964
6. F -0.2263
7. Cl -0.0946
8. H 0.3624
9. H 0.2741
10. H 0.3637

Record 2
Below is C2H3ClFNO2 as an isolated structure at a distorted geometry, with properties calculated with wB97M-V/def2-TZVPD.

Relative energy (zero: lowest compared OMol25 entry of this formula, charge and spin) (kcal/mol): 77.7
Charge: 0
HOMO level (eV): -10.5
Orbital gap (eV): 10.16
Multiplicity: 1
Electronic energy (a.u.): -843.1344
Largest force on an atom (eV/Å): 4.863

Atoms and positions in Å:
C -1.0806 -1.5948 -0.3303
C 0.9522 1.3716 -0.1556
N -0.3548 -0.8683 0.3473
O 0.2940 0.3675 -0.6987
O 0.0084 -0.7531 1.4660
F 2.0660 0.8486 0.4243
Cl 0.0098 2.3720 1.0801
H -1.6734 -2.2957 0.2569
H -1.4820 -1.3982 -1.2626
H 1.2603 1.9505 -1.1274

Electronic structure analysis, Mulliken charges in units of e:
1. C -0.3906
2. C 0.2795
3. N 0.6084
4. O -0.4553
5. O -0.4581
6. F -0.2270
7. Cl -0.1886
8. H 0.2769
9. H 0.3012
10. H 0.2536